*a*
One molecule with the formula C2H4F2N2S. Source: the OMol25 dataset; level of theory: ωB97M-V with the def2-TZVPD basis set.

Geometry as ORCA input:
```
! RIJCOSX wB97M-V def2-TZVPD def2/J DEFGRID3
* xyz 0 1
C 1.082 -0.358 0.116
C -1.528 -0.912 -0.189
N 1.380 0.899 0.329
N -0.561 -0.644 0.757
F -1.566 -2.132 -0.765
F -2.753 -0.854 0.420
S 1.704 -1.615 -0.611
H -1.375 -0.251 -1.083
H 0.901 1.375 1.132
H 2.198 1.344 -0.148
H -0.624 -1.446 1.320
*
```

Computed properties:
Lowest unoccupied orbital energy (eV): 0.328


*b*
One molecule with the formula C2H4F2N2S. Source: the OMol25 dataset; level of theory: ωB97M-V with the def2-TZVPD basis set.

Geometry as ORCA input:
```
! RIJCOSX wB97M-V def2-TZVPD def2/J DEFGRID3
* xyz 0 1
C -0.027 0.306 0.074
C 1.347 -0.292 0.339
H -2.610 0.331 -1.219
H -0.770 -1.577 -0.082
H 0.608 2.070 -0.109
H 1.614 -0.545 1.414
N -1.029 -0.644 0.150
N -0.237 1.532 -0.128
F 1.452 -1.493 -0.332
F 2.309 0.526 -0.116
S -2.657 -0.214 0.008
*
```

Computed properties:
Lowest unoccupied orbital energy (eV): 0.720


The structure with the greatest stability is *b*.


*a*
A 2-piece molecular cluster, C2H2F2P overall. Source: the OMol25 dataset; level of theory: ωB97M-V with the def2-TZVPD basis set.

Geometry as ORCA input:
```
! RIJCOSX wB97M-V def2-TZVPD def2/J DEFGRID3
* xyz 1 1
C 1.758 -0.209 -0.353
C 1.961 0.278 0.754
F -2.063 1.087 0.015
F -2.642 -0.906 -1.102
P -2.960 -0.148 0.214
H 1.392 -0.640 -1.226
H 2.555 0.538 1.697
*
```

Computed properties:
Lowest unoccupied orbital energy (eV): -9.195


*b*
An isolated ion of composition C2H2F2P and charge +1. Source: the OMol25 dataset; level of theory: ωB97M-V with the def2-TZVPD basis set.

Geometry as ORCA input:
```
! RIJCOSX wB97M-V def2-TZVPD def2/J DEFGRID3
* xyz 1 1
C 0.391 -0.172 -0.407
C -0.137 0.127 0.673
F -0.059 2.167 2.469
F 1.846 2.063 0.983
P 1.061 1.187 2.015
H 1.202 -0.222 -1.131
H -1.117 -0.118 1.112
*
```

Computed properties:
Lowest unoccupied orbital energy (alpha / beta) (eV): -7.714 / -7.714


The structure with the greatest stability is *b*.


*a*
One molecule with the formula C3H8FNO. Source: the OMol25 dataset; level of theory: ωB97M-V with the def2-TZVPD basis set.

Geometry as ORCA input:
```
! RIJCOSX wB97M-V def2-TZVPD def2/J DEFGRID3
* xyz 0 1
C -1.591 0.127 -0.475
C -0.369 -0.775 -0.207
C 0.843 0.122 0.089
N 0.973 0.375 1.427
O 1.017 1.197 -0.704
F 2.128 -0.713 -0.447
H -1.152 1.002 -0.897
H -2.074 0.479 0.446
H -2.180 -0.510 -1.110
H -0.488 -1.421 0.682
H -0.183 -1.400 -1.035
H 1.668 0.972 1.750
H 0.783 -0.433 2.010
H 0.627 0.977 -1.530
*
```

Computed properties:
Lowest unoccupied orbital energy (eV): 0.868


*b*
One molecule with the formula C3H8FNO. Source: the OMol25 dataset; level of theory: ωB97M-V with the def2-TZVPD basis set.

Geometry as ORCA input:
```
! RIJCOSX wB97M-V def2-TZVPD def2/J DEFGRID3
* xyz 0 1
C -0.633 0.853 0.419
C 0.462 -0.151 0.418
C 1.086 -0.228 -0.939
H -1.934 0.564 -0.979
H -1.974 -0.629 0.181
H -0.354 1.784 -0.099
H -0.805 1.174 1.514
H 1.191 0.336 1.074
H 0.758 -1.831 1.177
H 0.523 -0.782 -1.684
H 1.318 0.807 -1.317
N -1.909 0.347 0.001
O -0.071 -1.335 1.071
F 2.342 -0.909 -0.838
*
```

Computed properties:
Lowest unoccupied orbital energy (eV): 0.856


The structure with the greatest stability is *a*.


*a*
C50H35BrN11NiO2 as an isolated structure. Source: the OMol25 dataset; level of theory: ωB97M-V with the def2-TZVPD basis set.

Geometry as ORCA input:
```
! RIJCOSX wB97M-V def2-TZVPD def2/J DEFGRID3
* xyz -1 1
Ni -1.319 0.324 -0.897
C 3.760 -0.916 -2.210
N 2.624 -0.215 -1.658
C 1.328 -0.391 -1.928
N 0.625 0.475 -1.233
C 1.565 1.165 -0.525
N 2.800 0.793 -0.761
C 4.330 -0.245 -3.443
C 5.360 -0.859 -4.146
C 5.890 -0.260 -5.278
C 5.396 0.956 -5.729
C 4.368 1.570 -5.033
C 3.842 0.973 -3.892
C 3.797 2.836 -5.515
N 4.007 3.463 -6.615
N 3.143 4.568 -6.609
C 2.494 4.508 -5.506
O 2.859 3.446 -4.760
C 1.406 5.362 -5.003
C 0.778 6.271 -5.844
C -0.314 6.987 -5.378
C -0.783 6.796 -4.085
C -0.138 5.915 -3.230
C -0.620 5.713 -1.812
N -1.255 4.412 -1.601
C -0.733 3.189 -1.726
N -1.620 2.285 -1.378
C -2.712 3.028 -1.031
N -2.532 4.326 -1.150
C 0.968 5.212 -3.697
H 3.445 -1.932 -2.445
H 4.514 -0.969 -1.428
H 0.924 -1.136 -2.597
H 1.324 1.954 0.172
H 5.745 -1.816 -3.808
H 6.692 -0.750 -5.817
H 5.798 1.435 -6.614
H 3.038 1.465 -3.361
H 1.143 6.390 -6.857
H -0.817 7.689 -6.032
H -1.655 7.339 -3.739
H -1.373 6.448 -1.552
H 0.211 5.809 -1.115
H 0.261 2.984 -2.089
H -3.641 2.594 -0.700
H 1.509 4.542 -3.039
Br -0.887 -5.277 5.804
C -2.092 -3.833 5.578
C -2.717 -3.630 4.356
C -3.608 -2.568 4.222
C -3.889 -1.734 5.307
C -3.259 -1.977 6.520
C -2.348 -3.010 6.659
N -4.955 -0.761 5.357
N -5.348 -0.082 4.395
C -4.657 0.087 3.168
C -5.492 0.201 2.073
C -5.024 0.218 0.766
C -3.652 0.208 0.495
O -3.206 0.123 -0.703
C -2.755 0.341 1.645
N -1.445 0.580 1.369
C -0.599 0.675 2.362
C -0.992 0.621 3.710
C -2.308 0.435 4.009
C -3.248 0.242 2.965
H -2.515 -4.287 3.515
H -4.107 -2.409 3.274
H -3.503 -1.338 7.363
H -1.856 -3.192 7.605
H -6.560 0.193 2.268
H -5.711 0.207 -0.072
H 0.450 0.808 2.108
H -0.252 0.745 4.492
H -2.636 0.449 5.038
C -1.034 -1.516 -0.621
C -0.566 -2.337 0.178
C 0.013 -3.243 1.092
C -0.765 -4.263 1.733
C -2.180 -4.309 1.583
C -2.941 -5.312 2.160
C -2.353 -6.325 2.920
C -0.970 -6.298 3.087
C -0.192 -5.302 2.517
C 1.428 -2.990 1.424
C 1.860 -2.812 2.754
C 3.174 -2.483 3.057
C 4.116 -2.307 2.043
C 3.715 -2.484 0.723
C 2.400 -2.824 0.423
H -2.655 -3.524 1.005
H -4.020 -5.306 2.024
H -2.953 -7.114 3.362
H -0.488 -7.070 3.681
H 0.881 -5.317 2.664
H 1.129 -2.909 3.547
H 3.468 -2.352 4.095
H 5.139 -2.034 2.279
H 4.440 -2.356 -0.077
H 2.092 -2.979 -0.608
*
```

Computed properties:
Lowest unoccupied orbital energy (alpha / beta) (eV): 1.108 / 1.108


*b*
C50H35BrN11NiO2 as an isolated structure. Source: the OMol25 dataset; level of theory: ωB97M-V with the def2-TZVPD basis set.

Geometry as ORCA input:
```
! RIJCOSX wB97M-V def2-TZVPD def2/J DEFGRID3
* xyz -1 1
Ni -0.026 0.135 -0.087
C -1.479 -0.635 4.970
N -0.758 -0.113 3.838
C -1.017 -0.333 2.549
N -0.046 0.182 1.815
C 0.788 0.737 2.730
N 0.396 0.566 3.970
C -0.938 -1.972 5.441
C -1.657 -2.689 6.393
C -1.168 -3.897 6.871
C 0.028 -4.408 6.408
C 0.748 -3.705 5.442
C 0.254 -2.485 4.966
C 1.995 -4.227 4.931
N 2.563 -5.369 5.178
N 3.708 -5.419 4.447
C 3.796 -4.307 3.789
O 2.735 -3.496 4.057
C 4.782 -3.875 2.824
C 5.709 -4.755 2.260
C 6.547 -4.313 1.256
C 6.462 -3.011 0.774
C 5.564 -2.120 1.348
C 5.425 -0.701 0.844
N 4.141 -0.473 0.195
C 2.904 -0.554 0.696
N 2.025 -0.205 -0.219
C 2.790 0.083 -1.304
N 4.077 -0.066 -1.088
C 4.760 -2.548 2.392
H -2.529 -0.734 4.683
H -1.405 0.097 5.774
H -1.925 -0.793 2.194
H 1.673 1.295 2.478
H -2.599 -2.296 6.757
H -1.733 -4.442 7.616
H 0.429 -5.344 6.772
H 0.832 -1.952 4.223
H 5.735 -5.777 2.612
H 7.266 -4.993 0.819
H 7.098 -2.688 -0.039
H 6.178 -0.477 0.092
H 5.527 0.001 1.674
H 2.675 -0.870 1.697
H 2.384 0.401 -2.247
H 4.099 -1.857 2.896
Br -7.926 -1.368 0.626
C -6.761 -2.195 -0.632
C -5.856 -1.416 -1.335
C -5.027 -2.017 -2.261
C -5.109 -3.396 -2.521
C -6.023 -4.154 -1.778
C -6.839 -3.563 -0.832
N -4.484 -4.013 -3.605
N -3.409 -3.626 -4.119
C -2.514 -2.792 -3.481
C -1.781 -1.932 -4.299
C -0.977 -0.928 -3.795
C -0.769 -0.793 -2.414
O -0.076 0.170 -1.922
C -1.318 -1.831 -1.570
N -0.889 -1.839 -0.280
C -1.327 -2.790 0.515
C -2.255 -3.757 0.121
C -2.700 -3.761 -1.175
C -2.221 -2.795 -2.080
H -5.800 -0.351 -1.157
H -4.326 -1.417 -2.825
H -6.074 -5.221 -1.956
H -7.540 -4.155 -0.260
H -1.941 -2.019 -5.367
H -0.508 -0.212 -4.457
H -0.923 -2.814 1.522
H -2.606 -4.488 0.835
H -3.382 -4.528 -1.510
C -1.472 1.326 0.120
C -2.366 1.681 0.884
C -3.363 1.872 1.858
C -3.538 3.157 2.497
C -2.493 4.107 2.490
C -2.617 5.312 3.155
C -3.795 5.639 3.820
C -4.859 4.745 3.783
C -4.738 3.526 3.139
C -4.009 0.654 2.308
C -4.405 0.449 3.650
C -4.825 -0.797 4.089
C -4.889 -1.881 3.218
C -4.539 -1.694 1.882
C -4.102 -0.460 1.436
H -1.580 3.857 1.965
H -1.784 6.008 3.165
H -3.886 6.580 4.350
H -5.796 5.009 4.262
H -5.589 2.858 3.097
H -4.319 1.262 4.361
H -5.093 -0.932 5.133
H -5.201 -2.855 3.575
H -4.598 -2.523 1.183
H -3.801 -0.328 0.404
*
```

Computed properties:
Lowest unoccupied orbital energy (alpha / beta) (eV): 1.133 / 1.133


The structure with the greatest stability is *b*.


*a*
H4INP2 as an isolated structure. Source: the OMol25 dataset; level of theory: ωB97M-V with the def2-TZVPD basis set.

Geometry as ORCA input:
```
! RIJCOSX wB97M-V def2-TZVPD def2/J DEFGRID3
* xyz 0 1
N 0.284 1.375 -0.068
P -0.261 -1.163 0.576
P 0.846 -0.001 -0.814
I -0.905 2.785 -0.883
H -0.516 0.764 1.011
H -1.469 -1.075 -0.094
H -0.126 -2.528 0.160
H 2.148 -0.158 0.112
*
```

Computed properties:
Lowest unoccupied orbital energy (eV): -0.494


*b*
H4INP2 as an isolated structure. Source: the OMol25 dataset; level of theory: ωB97M-V with the def2-TZVPD basis set.

Geometry as ORCA input:
```
! RIJCOSX wB97M-V def2-TZVPD def2/J DEFGRID3
* xyz 0 1
N -1.834 -0.964 -0.256
P 0.545 1.530 -0.004
P -2.176 -2.481 -0.130
I -3.514 0.435 0.055
H -0.685 1.679 -0.616
H 0.784 0.422 -0.659
H 0.038 0.845 1.024
H -0.796 -3.102 -0.283
*
```

Computed properties:
Lowest unoccupied orbital energy (eV): -1.085


The structure with the greatest stability is *b*.


*a*
One molecule with the formula C2H6NO2P. Source: the OMol25 dataset; level of theory: ωB97M-V with the def2-TZVPD basis set.

Geometry as ORCA input:
```
! RIJCOSX wB97M-V def2-TZVPD def2/J DEFGRID3
* xyz 0 1
C 1.717 0.013 0.349
C 0.610 0.060 -0.563
N -2.904 -0.029 0.026
O -0.322 -1.008 -0.444
O -0.298 1.080 -0.236
P -1.418 -0.030 0.283
H 2.103 -0.926 0.572
H 1.348 0.424 1.280
H 2.373 0.674 -0.147
H 0.858 0.025 -1.641
H -3.079 0.069 -1.036
H -0.987 -0.350 1.557
*
```

Computed properties:
Lowest unoccupied orbital energy (eV): 0.977


*b*
A 2-piece molecular cluster, C2H6NO2P overall. Source: the OMol25 dataset; level of theory: ωB97M-V with the def2-TZVPD basis set.

Geometry as ORCA input:
```
! RIJCOSX wB97M-V def2-TZVPD def2/J DEFGRID3
* xyz 0 1
C 0.254 -1.565 1.733
C 1.002 0.595 -0.637
N -0.222 -0.549 2.100
O 0.966 -2.475 1.523
O -1.517 -0.041 2.362
P -0.092 0.554 -1.945
H 1.079 1.546 -0.028
H 1.951 -0.113 -0.645
H -1.229 1.061 -1.311
H -1.255 0.855 2.105
H -0.439 -0.794 -1.902
H -0.497 0.927 -3.355
*
```

Computed properties:
Lowest unoccupied orbital energy (eV): 0.312


*c*
A 2-piece molecular cluster, C2H6NO2P overall. Source: the OMol25 dataset; level of theory: ωB97M-V with the def2-TZVPD basis set.

Geometry as ORCA input:
```
! RIJCOSX wB97M-V def2-TZVPD def2/J DEFGRID3
* xyz 0 1
C -1.099 0.553 -0.132
C -0.188 -0.494 -0.693
N -0.131 -1.763 -0.286
O -1.533 0.230 1.123
O -1.588 1.556 -0.758
P 2.151 0.574 0.290
H 0.252 -0.228 -1.686
H -2.261 0.818 1.265
H -0.535 -1.874 0.627
H 0.514 -2.521 -0.559
H 2.068 1.518 1.350
H 2.351 1.629 -0.540
*
```

Computed properties:
Lowest unoccupied orbital energy (alpha / beta) (eV): -0.688 / -0.360


*d*
One molecule with the formula C2H6NO2P. Source: the OMol25 dataset; level of theory: ωB97M-V with the def2-TZVPD basis set.

Geometry as ORCA input:
```
! RIJCOSX wB97M-V def2-TZVPD def2/J DEFGRID3
* xyz 0 1
C -0.442 -0.317 -0.984
C 0.252 -0.442 0.393
N 1.893 0.173 0.370
O -1.808 -0.380 2.119
O -1.385 0.756 -0.992
P -0.953 0.541 1.415
H 0.273 -0.374 -1.817
H -1.095 -1.270 -1.276
H 0.242 -1.552 0.452
H 1.685 1.167 0.210
H -0.933 1.576 -1.247
H 2.273 0.122 1.355
*
```

Computed properties:
Lowest unoccupied orbital energy (eV): 0.062


The structure with the greatest stability is *a*.


*a*
C3H11NOP as an isolated structure. Source: the OMol25 dataset; level of theory: ωB97M-V with the def2-TZVPD basis set.

Geometry as ORCA input:
```
! RIJCOSX wB97M-V def2-TZVPD def2/J DEFGRID3
* xyz 1 1
C 0.419 1.414 0.770
C 1.620 -1.156 -0.587
C -0.398 -0.397 0.529
N 0.177 -0.873 -0.732
O -1.728 -0.423 0.503
P -2.678 0.779 -0.265
H -0.250 2.008 0.164
H 1.277 1.338 0.198
H 0.441 1.521 1.804
H 1.683 -1.983 0.059
H 1.985 -1.221 -1.602
H 2.109 -0.322 0.004
H -0.045 -1.216 1.240
H 0.070 -0.033 -1.343
H -0.254 -1.583 -1.197
H -2.972 1.506 0.967
H -3.688 -0.153 -0.239
*
```

Computed properties:
Lowest unoccupied orbital energy (eV): -3.308


*b*
An isolated ion of composition C3H11NOP and charge +1. Source: the OMol25 dataset; level of theory: ωB97M-V with the def2-TZVPD basis set.

Geometry as ORCA input:
```
! RIJCOSX wB97M-V def2-TZVPD def2/J DEFGRID3
* xyz 1 1
C -2.081 -0.169 0.026
C 0.993 0.745 1.448
C 0.750 0.614 -1.603
N -0.933 -0.942 0.336
O 1.718 -1.492 0.318
P 0.650 -0.299 0.091
H -2.801 -0.624 -0.671
H -2.513 0.378 0.877
H -1.724 0.749 -0.368
H 2.116 0.898 1.354
H 0.775 0.179 2.285
H 0.529 1.691 1.410
H 0.563 -0.102 -2.307
H 1.769 1.121 -1.529
H -0.074 1.363 -1.500
H -1.003 -1.811 -0.086
H 1.266 -2.300 -0.084
*
```

Computed properties:
Lowest unoccupied orbital energy (eV): -3.431


The structure with the greatest stability is *b*.


*a*
An isolated ion of composition C2H8N2OP and charge -1. Source: the OMol25 dataset; level of theory: ωB97M-V with the def2-TZVPD basis set.

Geometry as ORCA input:
```
! RIJCOSX wB97M-V def2-TZVPD def2/J DEFGRID3
* xyz -1 1
C -1.129 -0.582 -0.751
C 1.225 -0.241 -0.232
N 0.584 1.465 2.290
N -0.134 0.077 -0.032
O -0.018 2.787 2.466
P -0.598 1.707 1.024
H -1.271 -0.219 -1.862
H -0.879 -1.655 -0.800
H -1.973 -0.436 -0.124
H 1.813 0.608 0.145
H 1.465 -0.974 0.560
H 1.629 -0.575 -1.142
H -0.040 0.839 2.892
H 0.500 2.272 0.320
*
```

Computed properties:
Lowest unoccupied orbital energy (eV): 4.238


*b*
A 2-piece molecular cluster, C2H8N2OP overall. Source: the OMol25 dataset; level of theory: ωB97M-V with the def2-TZVPD basis set.

Geometry as ORCA input:
```
! RIJCOSX wB97M-V def2-TZVPD def2/J DEFGRID3
* xyz -1 1
C 1.580 -0.565 -0.709
C 0.924 1.271 0.888
N -2.077 0.228 -0.290
N 0.687 -0.132 0.443
O -3.108 -0.369 -1.292
P -3.408 -0.561 0.268
H 1.497 -0.058 -1.634
H 2.635 -0.823 -0.427
H 1.313 -1.624 -1.043
H 1.928 1.303 1.310
H 1.076 2.028 0.128
H 0.306 1.572 1.726
H -0.349 -0.103 0.238
H -3.003 -2.169 0.393
*
```

Computed properties:
Lowest unoccupied orbital energy (eV): 4.046


The structure with the greatest stability is *a*.